# 1
{
  "formula": "C4H5BrSi",
  "method": "the ωB97M-V functional and the def2-TZVPD basis",
  "gap_ev": [7.42, 7.42],
  "relative_energy_kj_mol": 489.0,
  "e_tot_ev": -82143.7819,
  "species": ["H", "C", "H", "C", "H", "H", "Si", "C", "C", "H", "Br"],
  "positions_angstrom": [[-1.1446, 1.3877, -0.8859], [0.6708, 0.4113, -0.5670], [0.8682, 1.4277, -1.0689], [-1.8162, -0.8871, -0.4388], [-2.0881, 0.1048, 1.5898], [-1.8946, -1.8424, -0.7153], [1.8891, -0.3780, 0.5887], [-0.7914, 0.3945, -0.5202], [-1.6627, -0.0336, 0.5805], [2.2637, -1.2022, 1.6185], [3.7059, 0.6173, -0.1816]],
  "atomic_forces_ev_per_a": [[-0.16, -1.14, -0.78], [0.76, -0.14, 2.30], [1.14, -2.02, 0.70], [2.71, 6.48, 2.98], [0.83, 0.16, -0.50], [-0.76, -3.27, -1.40], [-1.83, 4.26, -4.56], [-1.88, 0.40, -0.04], [-1.59, -2.78, -0.48], [-0.01, -1.79, 1.51], [0.79, -0.15, 0.28]]
}

***

# 2
{
  "formula": "C17H19Cl2N3O3S",
  "method": "the ωB97M-V functional and the def2-TZVPD basis",
  "gap_ev": 8.84,
  "relative_energy_kj_mol": 0.0,
  "e_tot_ev": -64430.6209,
  "species": ["H", "H", "H", "C", "H", "N", "N", "C", "C", "H", "H", "H", "O", "H", "C", "H", "Cl", "C", "Cl", "S", "C", "H", "H", "C", "C", "H", "O", "C", "C", "H", "H", "N", "H", "H", "H", "C", "C", "H", "O", "C", "C", "C", "C", "H", "C"],
  "positions_angstrom": [[-1.0321, -1.0878, 3.1527], [3.8446, 0.8716, -4.3658], [-0.9942, 0.5419, 1.5057], [2.8239, 0.7315, -4.7125], [-0.0281, 1.3449, -3.0760], [1.9436, 1.2011, -3.6638], [-3.3235, 0.1897, 2.4427], [-1.5889, -1.5159, 2.3346], [-1.7593, 2.1472, 2.4936], [0.4995, 0.2340, -0.1700], [-3.5192, -3.2164, -0.5275], [-1.9822, 0.6046, 3.9824], [-1.8247, 3.3358, 2.7068], [-4.3956, -1.1587, 0.4834], [-3.4684, -1.5802, 0.8414], [1.2884, 5.0827, -0.2921], [0.3786, -3.3386, 2.3385], [0.1920, 3.5139, 0.6348], [-1.1804, -4.7319, -0.0117], [2.4161, 0.6653, -2.1258], [-1.1021, -2.6771, 1.7570], [-3.3527, 1.7086, 3.8457], [3.7112, 3.1403, -2.0949], [-1.7899, -3.2943, 0.7185], [1.8178, 3.1937, -1.1386], [2.6561, 1.3239, -5.6123], [1.8949, -0.6494, -1.8677], [1.5581, 1.8304, -1.0675], [-2.7827, -0.9411, 1.8835], [-0.3387, 4.1737, 1.3011], [0.3533, -0.1619, -3.9369], [-0.9547, 1.5524, 1.5742], [0.2376, 1.3779, -4.8322], [-4.1130, 0.5716, 1.9445], [2.4005, 3.6862, -3.1227], [-2.6210, 1.1349, 3.2718], [1.1115, 4.0177, -0.2670], [3.0438, 4.7757, -1.8813], [3.8335, 0.8528, -2.0182], [0.6477, 1.3038, -0.1762], [-2.9808, -2.7360, 0.2735], [-0.0489, 2.1435, 0.6901], [2.8053, 3.7409, -2.1132], [2.6643, -0.3285, -4.9395], [0.5467, 0.9160, -3.8951]],
  "atomic_forces_ev_per_a": [[0.07, 0.06, 0.08], [0.09, -0.02, -0.23], [-0.07, 0.21, 0.06], [0.40, -0.15, -0.07], [-0.22, 0.00, -0.09], [0.28, -0.16, 1.13], [-0.39, 0.25, 0.04], [-0.19, 0.18, 0.04], [-0.27, -0.43, 0.22], [-0.10, -0.15, 0.06], [-0.04, -0.06, -0.09], [-0.07, 0.05, 0.03], [0.02, 0.28, 0.07], [-0.12, 0.05, -0.05], [0.08, 0.01, 0.02], [0.04, 0.10, -0.02], [0.04, 0.05, 0.09], [-0.13, -0.01, 0.14], [-0.05, -0.10, -0.11], [-0.21, 0.20, -0.27], [-0.13, -0.18, -0.31], [0.19, -0.03, -0.06], [0.10, 0.16, -0.06], [0.17, 0.00, 0.16], [0.04, 0.20, 0.00], [-0.02, 0.00, 0.04], [-0.22, 0.08, 0.03], [0.11, -0.35, -0.26], [0.16, -0.50, -0.07], [-0.01, 0.01, 0.01], [-0.06, 0.04, -0.06], [0.10, -0.40, -0.09], [0.01, 0.05, 0.03], [0.09, -0.04, 0.04], [0.04, 0.07, -0.07], [0.05, 0.18, 0.05], [0.12, -0.29, -0.17], [0.02, 0.06, 0.01], [0.06, 0.14, -0.09], [-0.14, -0.04, 0.13], [0.10, 0.08, 0.13], [0.32, 0.27, -0.30], [0.12, 0.24, -0.06], [0.01, 0.01, -0.06], [-0.43, -0.13, 0.00]]
}